No. 1
80
Properties=species:S:1:pos:R:3:forces:R:3 method="wB97M-V/def2-TZVPD" lumo_ev=-2.07 largest_force_ha_per_bohr=0.076 mol_weight_g_mol=714.750 gap_ev=3.37 e_homo_ev=-5.44
S -0.017 -0.379 2.612 -2.44 1.49 2.31
S -2.355 1.056 3.991 1.56 -1.99 -1.00
F -0.889 -7.711 -4.131 0.72 1.07 0.04
F -0.130 -6.189 -5.537 -0.25 -0.41 1.18
F 2.130 4.565 -4.971 1.25 0.15 0.53
F 3.816 5.968 -4.870 -0.31 -1.19 0.52
F -1.124 -5.559 -3.666 0.78 -1.11 -0.64
F 4.181 3.783 -4.802 -0.74 1.03 0.34
O -2.492 -1.405 2.986 -1.25 -3.72 0.05
O 0.308 -1.761 2.293 0.02 0.07 -0.47
O -1.412 2.139 3.773 -0.51 -0.01 0.25
O 0.389 0.708 1.745 0.39 -0.41 -0.44
O -2.526 0.488 5.317 -0.36 0.53 -0.14
N 1.915 4.482 -2.386 0.52 0.16 0.08
N 1.661 -5.137 -3.758 0.34 -0.65 0.31
C 1.865 0.670 6.640 0.02 -0.08 -0.08
C 0.429 -3.038 -0.986 -0.14 0.06 -0.25
C -6.373 1.804 3.824 0.27 0.07 -0.12
C 1.062 -6.443 -3.511 0.37 0.44 -0.02
C -6.454 2.769 2.815 0.25 -0.18 0.06
C 2.459 -5.052 -4.968 0.26 0.40 -0.42
C 0.711 -1.724 -1.467 0.46 -0.58 -0.06
C -3.977 1.668 3.511 -0.35 -0.01 -0.29
C 3.344 4.782 -4.366 -0.02 -0.23 -1.88
C 0.571 -0.845 5.267 0.07 0.35 -0.12
C -5.137 1.246 4.172 0.08 0.18 -0.13
C 1.815 -2.758 -3.404 0.15 -0.21 0.04
C 0.726 0.032 4.192 0.84 -0.23 -0.15
C 0.927 5.533 -2.579 -0.41 0.26 0.25
C 0.231 3.089 -1.393 0.00 0.16 -0.05
C 2.526 2.241 -1.608 -0.25 -0.06 -0.07
C 1.460 -1.640 -2.686 -0.03 -0.04 0.33
C -0.208 1.840 -1.041 0.21 -0.29 0.43
C 2.040 1.524 5.548 -0.18 -0.18 -0.04
C -1.806 -0.280 2.877 1.59 3.00 -1.53
C -2.587 -2.370 1.842 0.06 1.77 1.72
C -4.053 2.625 2.494 -0.20 -0.03 0.11
C 3.254 4.802 -2.852 -0.40 0.39 0.77
C 1.590 3.316 -1.776 -0.22 -0.81 -0.19
C 1.462 1.215 4.318 -0.07 -0.23 0.23
C 0.677 0.723 -1.040 0.28 0.20 -0.35
C 1.463 -4.062 -2.948 -0.82 0.56 0.26
C 1.133 -0.512 6.497 -0.04 -0.03 -0.25
C 2.062 0.972 -1.321 -0.45 0.29 0.00
C 0.785 -4.167 -1.692 0.25 0.18 -0.11
C -0.269 -6.501 -4.204 -1.72 0.54 -0.75
C -5.294 3.169 2.146 0.21 -0.15 0.16
C 0.191 -0.583 -0.801 0.22 0.30 -0.97
H -1.266 1.688 -0.805 0.47 0.03 0.09
H 1.710 -7.194 -3.980 -0.25 -0.03 0.53
H 2.307 0.915 7.605 -0.10 -0.03 -0.24
H -0.084 -3.130 -0.027 0.14 0.00 -0.22
H 0.996 -1.199 7.331 0.08 0.25 -0.07
H 0.899 -6.610 -2.443 0.21 -0.29 -0.32
H 3.482 5.836 -2.524 0.17 -0.61 -0.13
H -2.759 -1.800 0.922 0.05 -0.07 -0.02
H -7.416 3.212 2.550 0.26 -0.15 0.09
H -5.343 3.918 1.357 -0.03 -0.15 0.19
H -0.718 -0.706 -0.208 0.26 0.09 0.09
H 1.241 6.207 -3.386 -0.05 -0.24 0.32
H 1.569 1.887 3.468 -0.10 -0.27 0.20
H 3.355 -4.431 -4.798 -0.31 -0.36 -0.05
H -3.445 -2.988 2.109 0.09 -0.03 -0.19
H 3.606 2.394 -1.734 -0.64 -0.15 -0.06
H 1.889 -4.613 -5.811 0.27 -0.26 0.34
H -0.004 -1.760 5.131 0.12 0.20 0.08
H -1.659 -2.943 1.824 -0.21 0.04 -0.18
H 0.539 -5.147 -1.284 0.00 0.42 -0.07
H -0.484 3.915 -1.399 0.33 -0.46 0.03
H 3.995 4.096 -2.459 -0.23 0.48 -0.11
H 2.779 -6.070 -5.238 -0.08 0.51 -0.02
H 2.328 -2.648 -4.363 -0.28 0.06 0.44
H 2.766 0.138 -1.306 -0.19 0.35 0.30
H -5.066 0.509 4.973 0.08 0.19 -0.23
H 2.626 2.438 5.635 -0.14 -0.18 0.12
H -7.273 1.490 4.353 0.22 0.07 -0.13
H 1.730 -0.666 -3.094 -0.31 -0.27 0.05
H -0.048 5.102 -2.855 0.49 0.26 -0.05
H -3.136 2.957 2.003 -0.26 -0.15 0.16
H 0.804 6.108 -1.644 -0.04 -0.09 -0.36

=====

No. 2
41
Properties=species:S:1:pos:R:3:forces:R:3 method="wB97M-V/def2-TZVPD" lumo_ev=0.74 largest_force_ha_per_bohr=0.025 mol_weight_g_mol=279.336 gap_ev=9.01 e_homo_ev=-8.28 smiles="CCCCOCCCNC(=O)c1ccc2c(c1)OCO2" de_lowest_kj_mol=170.2
O 0.593 3.609 -0.184 -0.05 0.24 0.13
O 3.828 -1.375 -1.053 -0.41 0.25 -0.11
O 5.238 -0.621 0.606 -0.12 0.43 0.27
O -3.084 -0.055 -0.208 0.10 0.29 -0.20
N -0.409 1.699 -0.854 -0.21 -0.29 -0.14
C 4.174 0.230 0.497 -0.45 -0.07 -0.41
C 3.316 -0.226 -0.508 0.25 0.23 0.45
C -2.701 0.872 0.786 0.01 0.31 0.16
C 2.736 2.059 0.872 -0.25 0.06 -0.13
C -1.709 -2.940 -0.023 0.02 0.21 0.19
C -0.724 -2.001 -0.710 -0.09 -0.23 -0.05
C 0.639 2.409 -0.378 0.13 -0.22 -0.06
C 1.869 1.601 -0.112 0.27 0.13 0.16
C 5.037 -1.622 -0.369 0.78 -0.98 -0.25
C -2.594 2.267 0.171 0.13 -0.45 -0.12
C -1.707 2.289 -1.080 -0.23 0.26 0.11
C -2.640 -2.219 0.952 -0.08 0.08 -0.40
C -3.630 -1.260 0.277 -0.10 -0.32 0.29
C 3.904 1.379 1.201 0.21 -0.32 -0.09
C 2.160 0.434 -0.833 0.24 -0.17 0.05
H -1.733 0.589 1.228 -0.11 0.00 -0.01
H -1.547 3.324 -1.387 -0.06 -0.14 -0.07
H 2.482 2.974 1.384 -0.03 0.08 0.02
H -4.067 -1.743 -0.601 -0.05 -0.04 0.10
H 5.875 -1.613 -1.085 -0.22 0.08 0.15
H -0.373 0.693 -0.843 0.13 0.03 0.05
H -3.587 2.618 -0.110 -0.06 0.05 0.04
H -0.099 -1.502 0.031 0.09 0.12 0.05
H 1.535 0.077 -1.635 -0.11 -0.05 -0.11
H -1.154 -3.704 0.527 -0.03 -0.06 -0.07
H -2.311 -3.448 -0.779 -0.02 -0.10 0.01
H -0.074 -2.557 -1.382 0.12 0.02 -0.07
H 4.573 1.734 1.967 0.08 0.05 0.11
H -4.440 -1.030 0.988 0.04 0.00 -0.12
H -3.447 0.885 1.594 0.09 -0.04 -0.04
H -2.048 -1.672 1.689 -0.01 -0.01 0.13
H -1.267 -1.257 -1.287 0.04 0.11 -0.08
H 4.990 -2.608 0.120 -0.05 0.26 -0.07
H -3.229 -2.965 1.490 -0.03 0.04 0.09
H -2.181 2.942 0.921 -0.02 0.05 0.03
H -2.197 1.735 -1.882 0.05 0.10 0.01

=====

No. 3
23
Properties=species:S:1:pos:R:3:forces:R:3 method="wB97M-V/def2-TZVPD" lumo_ev=0.67 largest_force_ha_per_bohr=0.047 mol_weight_g_mol=117.192 gap_ev=8.68 e_homo_ev=-8.02 smiles="CCC/C=C(/C)N.O" de_lowest_kj_mol=167.1
O 3.604 -1.008 5.265 -0.03 -0.42 -0.23
N -2.219 1.381 0.081 -0.30 0.53 -0.38
C -2.552 1.432 -2.367 -0.69 -0.35 0.60
C 0.598 0.520 -0.165 0.04 0.14 0.27
C 1.028 -1.967 -0.670 0.28 -1.14 -1.62
C -0.384 0.752 -1.269 0.40 -0.03 -1.52
C -1.639 1.215 -1.212 0.82 -0.32 1.79
C 0.746 -0.915 0.352 -0.45 -0.38 2.32
H 1.317 -1.502 -1.625 0.06 -0.25 0.18
H -1.528 1.501 0.811 -0.01 -0.24 -0.08
H -2.039 1.690 -3.285 0.01 0.04 -0.04
H -3.160 0.534 -2.496 0.16 -0.17 -0.29
H -3.308 2.168 -2.085 0.24 0.39 -0.29
H -0.003 0.519 -2.260 -0.12 0.09 -0.08
H 0.184 -2.622 -0.896 -0.54 0.56 -0.09
H 0.361 1.224 0.636 0.06 -0.26 0.41
H 3.910 -1.922 5.298 0.17 0.09 0.28
H 1.525 -0.842 1.107 0.76 -0.10 -0.15
H -0.038 -1.308 1.039 -0.33 0.72 -0.78
H 1.755 -2.770 -0.466 0.36 0.82 0.49
H 3.062 -1.030 4.471 -0.14 0.32 -0.06
H 1.644 0.794 -0.420 -0.70 0.10 -0.50
H -2.866 2.159 0.156 -0.03 -0.14 -0.23

=====

No. 4
45
Properties=species:S:1:pos:R:3:forces:R:3 method="wB97M-V/def2-TZVPD" lumo_ev=-0.49 largest_force_ha_per_bohr=0.306 mol_weight_g_mol=494.377 gap_ev=9.46 e_homo_ev=-9.95
S 3.314 -1.733 -0.167 1.70 2.65 -6.11
F -5.439 0.074 1.045 -2.09 0.10 -1.93
F -1.559 -2.242 -1.709 -1.05 -1.22 2.93
F -2.932 -2.200 0.225 1.05 -1.48 -1.12
F -3.862 0.098 2.301 1.76 1.36 -2.36
F -1.736 -3.986 -0.341 0.08 -0.03 0.74
F -4.615 2.072 1.583 1.00 -2.71 -2.06
O 3.467 1.499 2.374 1.59 -0.10 -5.17
O 3.201 -1.089 -1.665 0.49 -3.03 5.83
O 3.868 -3.059 0.124 -0.68 2.31 -0.48
N 0.530 1.946 0.050 2.26 3.21 -6.48
N 1.798 2.498 -0.736 -0.98 1.63 15.63
N 2.053 2.103 -1.784 -0.38 -4.06 -7.80
N 4.212 0.856 0.211 1.21 -3.76 1.22
N 4.367 -0.566 0.642 -0.46 0.29 -0.51
N 0.886 1.396 -2.214 1.21 2.99 -0.12
C -3.962 0.275 -1.395 -6.88 -4.91 -7.08
C 0.064 1.677 -1.195 -2.97 -5.74 2.83
C 1.632 -0.978 1.903 -7.31 -4.85 -7.17
C -1.308 1.013 -1.172 0.32 1.18 -4.38
C -1.739 -2.693 -0.255 0.42 4.79 -2.78
C 2.768 2.882 0.531 5.41 -5.30 -8.79
C 3.612 1.628 1.092 -5.10 2.32 7.09
C -2.132 1.176 -0.156 -2.86 -2.30 2.00
C 1.719 -1.533 0.491 3.42 1.82 4.29
C 0.360 -1.215 2.304 -0.39 5.63 7.26
C -0.617 -1.829 0.445 1.11 -6.76 -8.20
C -3.207 0.091 -2.563 1.85 1.62 -2.64
C -0.851 -1.427 1.605 1.70 0.43 6.06
C 0.745 -2.083 -0.158 -5.45 5.16 12.89
C -3.495 0.630 -0.329 5.93 5.57 12.28
C -4.323 0.731 1.058 -0.04 0.59 3.19
C -1.899 0.558 -2.457 1.23 1.04 0.45
H 2.291 3.570 1.023 -2.35 3.30 3.39
H -5.023 -0.064 -1.205 0.87 0.18 -1.43
H 2.453 -0.715 2.290 5.78 2.28 3.81
H 0.122 -0.665 3.533 0.83 -2.14 -3.62
H -3.562 -0.108 -3.655 0.19 0.08 2.54
H 3.915 0.973 -0.714 -0.24 -0.17 -2.04
H 3.519 3.205 -0.234 0.16 1.47 1.40
H -1.829 1.355 0.865 0.19 0.74 -0.03
H 0.752 -2.308 -0.994 0.48 -4.48 -14.04
H -1.183 0.819 -3.291 -1.22 -1.13 0.53
H -1.698 -1.673 2.195 -1.00 0.62 0.02
H 5.321 -0.958 0.496 -0.76 0.81 -0.01

=====

No. 5
7
Properties=species:S:1:pos:R:3:forces:R:3 method="wB97M-V/def2-TZVPD" lumo_ev="-1.35 / -1.32" largest_force_ha_per_bohr=0.030 mol_weight_g_mol=73.120 gap_ev="7.36 / 7.47" e_homo_ev="-8.71 / -8.79" smiles=CC#S#N de_lowest_kj_mol=547.1
S -0.480 2.008 -0.132 0.30 -0.80 0.02
N -1.224 1.624 1.141 -0.30 0.17 0.27
C 0.267 0.579 -0.568 0.24 0.50 -0.55
C 0.313 -0.841 -0.152 0.22 1.53 0.04
H 0.190 -0.860 0.949 -0.53 -0.75 -0.67
H 1.320 -1.175 -0.388 0.10 -0.27 -0.07
H -0.385 -1.335 -0.850 -0.03 -0.38 0.96

=====

No. 6
67
Properties=species:S:1:pos:R:3:forces:R:3 method="wB97M-V/def2-TZVPD" spin_multiplicity=5 lumo_ev="2.32 / 2.32" largest_force_ha_per_bohr=0.033 charge=-1 mol_weight_g_mol=497.280 gap_ev="6.60 / 6.67" e_homo_ev="-4.28 / -4.34" de_lowest_kj_mol=0.0
Fe 0.483 0.263 -0.391 -0.32 0.01 0.06
P 1.469 2.204 -1.194 0.10 -1.45 0.93
O 0.705 2.184 0.230 0.08 0.93 0.07
O 2.641 4.455 4.164 0.32 -0.20 0.13
O 2.045 2.415 2.375 -0.11 0.03 0.07
O 2.106 3.449 -1.621 0.25 0.95 -0.32
O 2.370 0.919 -1.001 0.22 0.15 -0.28
O -2.210 2.325 -1.561 -0.08 0.19 -0.19
O -1.141 2.223 -4.311 -0.14 0.11 0.13
O 0.288 1.586 -2.061 -0.57 0.48 -0.84
O 0.414 -1.531 -1.569 -0.03 -0.74 0.48
O -3.589 -1.997 -2.057 0.30 0.14 0.57
O 1.936 -3.025 3.321 0.05 -0.15 -0.05
N -1.599 0.082 0.223 -1.25 -0.40 0.23
N 1.533 -1.069 0.921 0.74 -1.14 0.16
C 1.345 -0.899 2.357 -0.30 0.33 0.42
C 2.685 -3.709 4.298 -0.04 0.08 -0.11
C -4.039 -1.760 -3.356 0.12 0.15 -0.36
C 3.230 3.152 2.210 0.14 -0.16 0.22
C -2.709 3.077 -2.646 -0.61 0.22 0.29
C -3.164 -0.790 -1.423 -0.24 -0.34 -0.46
C 1.392 -2.462 0.423 0.04 0.37 0.29
C 2.286 -1.656 3.249 0.39 0.00 0.21
C 1.387 -2.470 -1.089 -0.42 0.09 -0.77
C -2.500 2.351 -3.953 0.21 -0.03 -0.50
C 0.139 -1.616 -2.953 0.13 0.15 -0.28
C 3.645 3.610 3.587 -0.36 0.17 0.29
C -3.311 -1.583 0.930 0.02 -0.67 0.05
C -2.374 -1.143 -0.181 -0.06 0.70 0.36
H 2.409 -3.369 5.304 0.08 -0.03 0.00
H -3.783 3.260 -2.493 0.06 -0.29 0.04
H -1.760 0.207 1.221 0.44 -0.02 0.00
H -2.971 1.354 -3.904 -0.05 0.06 0.22
H -0.250 -2.607 -3.219 0.15 -0.03 0.12
H 3.074 4.023 1.566 0.04 -0.08 -0.12
H -0.622 -0.876 -3.188 0.10 0.14 0.09
H -4.100 -0.848 1.091 0.03 0.06 0.12
H -0.587 2.084 -3.499 0.11 -0.18 -0.27
H -2.771 -1.776 1.863 0.02 0.24 0.01
H 1.039 -1.378 -3.527 -0.06 -0.05 -0.04
H -3.219 -1.416 -4.003 -0.06 0.03 0.04
H 2.462 -4.769 4.197 -0.01 -0.03 0.05
H 0.471 -2.873 0.841 -0.09 0.04 -0.16
H 4.574 4.180 3.584 0.02 0.01 -0.08
H -4.819 -0.989 -3.368 -0.11 -0.13 -0.10
H -4.410 -2.704 -3.750 -0.16 0.04 -0.02
H 3.318 -1.532 2.878 -0.05 -0.14 0.05
H 4.031 2.520 1.796 -0.02 0.16 -0.16
H -3.773 -2.541 0.671 -0.11 0.16 -0.10
H -2.589 -0.169 -2.121 0.18 -0.13 0.11
H 1.844 3.913 4.149 -0.12 0.08 -0.23
H 1.507 0.162 2.578 -0.13 0.05 -0.17
H 2.203 -3.108 0.770 0.01 -0.03 0.01
H 0.323 -1.157 2.654 -0.08 0.01 -0.21
H 2.503 -0.795 0.748 -0.26 0.43 -0.41
H -1.691 -1.957 -0.408 0.16 0.06 -0.12
H -2.102 0.889 -0.170 0.47 0.07 -0.19
H 2.268 -1.221 4.260 -0.09 0.02 -0.07
H -1.235 2.215 -1.745 0.22 -0.27 0.52
H 1.529 2.420 1.494 -0.08 -0.22 0.01
H -3.018 2.878 -4.768 0.15 0.07 0.11
H -2.269 4.082 -2.651 0.29 -0.12 -0.23
H 3.767 2.721 4.224 0.16 0.04 -0.03
H 3.761 -3.555 4.151 -0.02 -0.02 0.04
H -4.049 -0.194 -1.146 0.09 0.01 -0.01
H 1.111 -3.459 -1.481 0.10 -0.03 0.21
H 2.359 -2.201 -1.519 0.04 0.08 0.19